Formula: C3H8N4O
Source: the Open Molecules 2025 dataset
Level of theory: the ωB97M-V functional and the def2-TZVPD basis

Summary:
structure (SMILES)	N/N=C/C(CO)=N\N
orbital gap	0.3496	Ha
ΔE to the lowest compared entry with this formula, charge and spin	438.8	kJ/mol
total energy	-11245.0759	eV
molecular weight	116.124	Da
lowest unoccupied orbital energy	0.907	eV

The geometry in XYZ format:
```
16
Properties=species:S:1:pos:R:3:forces:R:3
O -1.42015 -2.19663 -0.80968 -1.263 -0.666 0.807
N 0.77918 -1.13695 -0.84799 -3.611 0.030 1.842
N -0.40624 1.74517 0.72915 1.659 -0.424 -0.534
N -0.04029 2.98864 1.19089 0.031 -1.849 -1.616
N 2.05230 -0.84369 -0.83318 4.285 0.198 0.296
C 0.00959 -0.45295 -0.06157 -0.058 0.025 0.312
C 0.36321 0.73139 0.89998 -1.021 -0.955 -1.108
C -1.42943 -0.92684 -0.17080 0.833 -0.928 -1.158
H 2.21837 0.00488 -1.30870 0.447 1.337 -0.317
H 2.64905 -1.54028 -1.27395 -0.577 -0.039 -0.054
H -0.76275 3.56857 0.92813 -1.566 1.775 -0.146
H 0.29426 3.11850 2.09039 0.799 -0.053 2.108
H -1.99238 -0.90554 0.74502 0.170 -0.440 0.759
H -2.01674 -0.36260 -0.84673 -0.363 1.569 -0.565
H -0.54871 -2.34422 -1.19108 0.286 0.272 0.084
H 1.16521 0.65192 1.65655 -0.052 0.148 -0.710
```
Forces are in eV/Å.